Record 1
The following is a DFT calculation (ωB97M-V/def2-TZVPD) of a structure of composition C34H57AlBr2CaClLiN6O15S2 in a non-equilibrium geometry.

The charge is +2. The spin multiplicity is 1. The LUMO energy comes out at -7.54 eV. The calculated total energy is -10117.66203 Eh. As for the frontier orbital gap: 1.6 eV. For the molar mass, the calculation gives 1123.3 Da.

Each line ends with the Löwdin charge.
CARTESIAN COORDINATES (ANGSTROEM)
O1 4.405 6.072 -5.378  -0.310
N1 -5.630 -4.972 -1.470  -0.029
Cl1 0.024 -1.969 3.332  0.392
H1 -1.389 1.786 -0.065  0.114
C1 0.807 -4.047 -0.123  -0.218
H2 2.711 -1.153 8.013  0.115
H3 -6.908 -0.175 6.730  0.088
O2 -2.730 2.208 2.444  -0.049
H4 -1.543 0.041 1.360  0.098
Br1 2.520 -3.923 -2.624  0.670
H5 7.354 9.150 -5.357  0.090
O3 4.240 -5.035 3.711  -0.114
H6 5.398 9.987 -6.565  0.129
H7 -5.329 -2.900 1.352  0.116
H8 -0.265 1.196 8.514  0.107
H9 -2.379 1.461 -7.595  0.070
C2 -0.043 -1.342 0.589  -0.156
H10 6.503 7.668 -4.912  0.071
O4 3.872 0.647 -2.423  -0.204
S1 -0.499 -0.253 6.666  0.631
C3 3.347 -3.160 2.327  -0.180
O5 -8.517 1.409 5.408  0.125
C4 1.873 -0.472 7.856  -0.217
H11 -3.296 -3.936 -0.751  0.092
C5 1.065 2.488 -1.779  -0.199
H12 -5.100 -4.526 -2.230  0.048
C6 -4.958 -3.759 0.716  -0.184
H13 1.344 3.591 -1.943  -0.055
C7 -6.491 0.440 5.930  -0.004
H14 3.508 -7.278 -1.766  0.095
C8 -0.424 0.122 8.411  -0.232
O6 2.535 -5.874 4.530  0.068
N2 1.918 -1.122 2.150  -0.037
H15 -2.505 -0.047 -6.627  0.087
H16 1.091 1.322 -7.353  0.113
H17 1.779 -7.683 -2.206  0.058
H18 2.264 0.548 7.918  0.116
H19 -2.695 -3.605 0.916  0.118
C9 2.582 -6.904 -2.273  -0.150
H20 -2.298 0.728 3.602  0.076
C10 1.101 0.893 -6.348  -0.038
H21 -0.943 -4.110 -1.466  0.119
N3 3.134 -4.858 4.513  -0.042
O7 -0.758 0.966 5.936  -0.335
C11 -3.435 -1.801 -0.110  -0.162
H22 -7.807 -0.216 4.365  0.123
H23 -1.357 -0.168 8.893  0.109
H24 -2.115 -0.498 -1.369  0.082
H25 2.750 -6.721 -3.375  0.065
C12 -2.145 -1.572 -1.045  -0.161
H26 1.104 -0.316 9.896  0.116
H27 -6.989 -4.027 -0.134  0.105
H28 5.071 -3.051 3.779  0.123
Br2 0.716 -7.089 0.421  0.738
H29 1.660 5.998 -6.200  0.059
C13 -3.675 1.596 3.001  -0.808
H30 -4.311 -1.488 -0.753  0.102
N4 -1.266 1.415 -5.851  0.043
H31 -3.377 -1.178 0.827  0.118
O8 0.369 2.143 -4.491  0.008
H32 1.676 1.475 0.122  0.124
C14 4.604 -3.780 3.068  -0.110
S2 3.547 7.217 -5.527  0.567
H33 -6.079 1.350 6.370  0.094
H34 -6.976 1.262 4.014  0.174
C15 0.046 1.533 -5.491  -0.501
H35 0.640 3.008 0.477  0.043
C16 6.584 8.445 -5.674  -0.068
O9 -3.240 0.567 3.792  0.050
C17 0.788 2.093 -0.211  -0.225
O10 4.259 1.691 -0.551  -0.059
N5 4.535 0.761 -1.335  -0.614
C18 -5.946 -3.865 -0.516  -0.281
C19 2.988 -1.752 2.684  -0.088
H36 -0.490 0.630 -1.233  0.093
H37 1.682 -0.069 5.719  0.095
C20 -1.817 0.730 -6.993  -0.113
C21 1.191 -1.939 1.230  -0.299
C22 -0.383 -3.488 -0.731  0.012
O11 4.271 8.291 -6.459  -0.255
N6 2.725 -3.977 1.427  0.201
H38 1.624 7.677 -6.810  0.080
H39 2.087 1.088 -5.870  -0.183
H40 5.306 -4.082 2.238  0.141
C23 2.247 6.799 -6.650  -0.126
C24 -0.477 0.100 0.990  -0.157
Ca1 0.449 4.723 -0.801  1.527
H41 1.277 -1.743 6.185  0.088
H42 6.904 7.960 -6.598  0.088
Al1 3.516 2.081 -5.264  1.189
C25 -3.517 -3.355 0.195  -0.210
O12 -4.902 1.785 2.937  0.030
H43 -1.049 0.268 -7.610  0.102
H44 -4.951 -5.599 -1.024  0.062
H45 -4.858 -4.706 1.307  0.114
H46 -2.307 -2.202 -1.965  0.104
C26 0.782 -0.663 8.914  -0.221
C27 -0.485 1.120 -0.225  -0.183
H47 3.608 -1.193 3.424  0.124
C28 2.033 -5.579 -1.661  -0.668
H48 -5.663 -0.113 5.476  0.095
H49 0.155 2.305 -2.420  0.060
H50 -5.877 -2.897 -1.079  0.093
C29 -7.561 0.751 4.836  -0.349
H51 2.687 6.458 -7.587  0.077
C30 1.251 -5.485 -0.543  -0.666
O13 -1.299 -1.439 6.488  -0.331
H52 0.144 0.562 1.799  0.109
C31 5.260 9.157 -5.871  -0.243
C32 -0.838 -2.082 -0.362  -0.138
O14 2.979 7.887 -4.391  -0.287
C33 1.228 -0.696 6.485  -0.249
H53 1.913 1.870 -2.212  0.074
Li1 -3.672 0.206 -8.311  0.919
H54 -1.902 1.877 -5.215  0.163
C34 1.636 -3.305 0.897  -0.168
H55 4.893 9.579 -4.933  0.119
H56 0.530 -1.724 8.996  0.122
O15 5.429 -0.032 -1.075  0.028
H57 0.953 -0.188 -6.398  0.121

---

Record 2
The following is a DFT calculation (ωB97M-V/def2-TZVPD) of a structure of composition C34H57BaN4OP2 in a non-equilibrium geometry.

The charge is +1. The spin multiplicity is 1. The LUMO energy comes out at -2.41 eV. The calculated total energy is -2332.06013 Eh. As for the frontier orbital gap: 5.6 eV. For the molar mass, the calculation gives 737.1 Da.

Each line ends with the Löwdin charge.
CARTESIAN COORDINATES (ANGSTROEM)
H1 0.243 -4.043 -4.914  0.105
H2 -4.738 -0.056 1.127  0.109
H3 1.916 4.255 -2.057  0.064
C1 1.875 2.590 -4.449  -0.098
C2 2.672 0.840 -2.795  -0.130
H4 1.038 2.940 -5.066  0.079
H5 -2.758 -4.538 -0.069  0.091
H6 0.597 -0.584 -3.946  0.037
C3 -0.343 4.403 3.296  0.003
C4 -0.260 -4.451 1.139  -0.109
H7 -2.334 -2.675 4.533  0.055
P1 0.142 1.864 -2.285  1.003
H8 -1.152 -5.189 -1.669  0.075
H9 -1.910 -3.072 -0.619  0.040
H10 -0.669 -2.606 -4.399  0.098
H11 -1.209 4.925 3.708  0.121
C5 -1.084 -4.721 -2.659  -0.051
C6 0.205 -3.229 -4.173  -0.050
H12 -1.528 3.079 2.052  0.121
C7 -2.419 0.849 -1.765  -0.375
H13 0.450 -4.465 1.979  0.071
H14 -5.715 0.908 -0.985  0.107
C8 0.969 4.747 3.687  -0.307
H15 0.834 0.131 3.411  0.036
H16 0.154 -3.551 4.209  0.068
H17 -0.998 5.350 -3.250  0.093
H18 3.081 1.574 -2.081  0.075
C9 -4.118 0.194 0.264  -0.053
C10 -2.339 -4.222 2.603  -0.100
H19 2.601 2.428 1.773  0.088
H20 -1.597 -1.524 5.652  0.090
H21 -0.538 -5.492 0.912  0.089
H22 -2.354 3.472 -1.543  0.083
C11 -0.002 -2.628 -1.774  -0.118
H23 -0.978 -5.522 -3.406  0.101
H24 1.731 -0.023 -5.190  0.099
H25 1.126 -2.644 -4.293  0.081
C12 2.050 4.026 3.135  -0.008
C13 -2.724 -0.077 0.363  -0.380
N1 -1.880 0.373 -0.631  -0.027
H26 -4.144 1.371 -2.917  0.104
H27 1.513 -5.407 -3.156  0.104
H28 3.472 0.580 -3.504  0.092
H29 1.403 -2.418 3.639  0.070
C14 -0.611 -1.528 3.749  -0.689
C15 -1.879 -1.683 4.598  -0.096
H30 -1.757 -4.377 3.519  0.065
C16 -1.422 3.875 -1.128  -0.080
C17 1.785 3.019 2.219  -0.192
C18 3.900 -0.714 1.142  0.007
H31 -3.328 -2.931 0.444  0.083
H32 -3.000 -0.799 2.320  0.045
H33 -2.013 -4.177 -2.873  0.101
H34 -1.235 3.404 -0.152  0.047
C19 -0.617 4.336 -3.440  -0.090
Ba1 0.797 0.347 0.415  1.459
C20 -3.792 0.998 -1.959  -0.076
H35 -2.636 -0.931 4.348  0.076
H36 1.423 -4.954 -1.440  0.083
H37 0.802 5.461 -1.372  0.094
C21 -2.259 -0.809 1.513  -0.362
C22 -0.235 3.710 -2.093  -0.691
H38 -0.877 0.647 3.543  0.063
H39 1.191 3.990 -0.451  0.055
C23 0.482 -2.502 4.236  -0.105
H40 0.424 6.263 4.982  0.114
H41 2.412 -0.086 -2.248  0.036
H42 0.734 -2.262 5.280  0.087
N2 0.520 2.698 1.827  -0.152
C24 -1.465 1.240 -2.914  -0.276
H43 3.077 4.250 3.424  0.117
H44 0.262 -4.036 0.264  0.035
H45 0.235 4.435 -4.118  0.058
H46 -1.289 0.343 -3.525  0.070
H47 -1.943 1.969 -3.585  0.077
C25 1.465 1.395 -3.588  -0.686
H48 -1.571 4.951 -0.951  0.098
N3 0.321 -1.619 -1.264  0.018
H49 2.279 -3.906 -2.612  0.093
C26 1.410 -4.559 -2.463  -0.036
H50 2.288 3.422 -3.864  0.070
N4 1.186 5.738 4.580  0.136
H51 -2.714 -5.209 2.288  0.090
H52 2.117 5.991 4.872  0.113
H53 2.661 2.257 -5.143  0.093
C27 -0.130 -0.071 3.910  -0.138
P2 -0.893 -1.845 1.860  0.895
C28 1.001 4.383 -1.462  -0.089
H54 0.097 0.657 -5.139  0.093
C29 -1.520 -3.620 1.459  -0.674
C30 -0.525 3.381 2.376  -0.140
H55 -3.219 -3.602 2.823  0.085
C31 0.925 0.298 -4.512  -0.110
O1 4.865 -1.310 1.326  0.065
H56 0.019 0.133 4.982  0.094
H57 -1.416 3.779 -3.946  0.074
C32 -2.432 -3.529 0.229  -0.101
C33 0.120 -3.791 -2.756  -0.575
C34 -4.650 0.718 -0.895  -0.075

---

Record 3
The following is a DFT calculation (ωB97M-V/def2-TZVPD) of a structure of composition C34H57CrN3O3Si in a non-equilibrium geometry.

The charge is 0. The spin multiplicity is 5. The LUMO energy (alpha / beta) comes out at 0.29 / -2.16 eV. The calculated total energy is -3053.57331 Eh. The energy above the lowest of the compared OMol25 structures with the same formula, charge and spin comes out at 50.8 kJ/mol. As for the frontier orbital gap (alpha / beta): 7.7 / 5.7 eV. For the molar mass, the calculation gives 635.9 Da.

Each line ends with the Löwdin charge.
CARTESIAN COORDINATES (ANGSTROEM)
H1 -1.110 2.953 -0.109  0.053
H2 -0.485 2.733 -4.990  0.043
H3 3.136 -3.431 -1.270  0.083
C1 -2.983 2.309 -6.599  -0.070
H4 -4.630 -2.513 -0.606  0.029
O1 -2.560 0.563 -4.949  -0.245
C2 -2.162 -0.444 -5.900  -0.259
C3 1.827 -0.624 2.120  -0.425
H5 -3.827 2.077 -4.587  0.110
C4 -0.698 -0.281 -6.231  -0.064
H6 -0.422 -1.029 -6.973  0.077
H7 -2.575 3.944 0.091  0.079
H8 -1.445 4.317 -1.249  0.095
C5 0.389 -2.993 -3.731  -0.052
C6 3.686 1.015 -0.451  -0.039
H9 -1.361 -2.707 0.796  0.036
C7 0.400 -2.505 -1.394  -0.224
H10 2.974 -0.655 3.907  0.093
C8 -4.990 -2.719 -1.619  -0.190
C9 2.024 -1.289 -2.906  -0.034
C10 0.537 -1.248 2.887  -0.523
H11 2.834 5.372 0.862  0.102
H12 -2.051 -1.606 -2.730  0.003
C11 -1.897 3.505 -0.643  -0.071
H13 -3.714 2.856 -1.675  0.119
H14 -6.684 -0.155 -3.025  0.032
C12 2.736 0.073 3.127  -0.005
H15 -0.513 0.709 -6.667  0.075
H16 -6.083 -2.833 -1.578  0.033
Si1 -4.553 -1.377 -2.833  0.461
H17 -2.602 -0.645 -1.385  0.013
N1 0.992 -1.882 -0.275  0.003
H18 -3.689 3.103 -6.852  0.080
H19 -4.878 -1.488 -5.366  0.018
H20 -0.211 2.613 -1.980  0.096
H21 2.264 0.938 3.600  0.087
N2 1.293 0.310 1.128  -0.092
H22 3.681 -3.765 0.404  0.087
C13 -5.677 0.121 -2.687  -0.172
C14 -1.120 -3.641 0.246  -0.031
H23 -4.357 -3.041 -4.686  0.032
C15 -2.676 2.522 -1.524  -0.241
H24 -2.528 0.088 -3.115  0.039
C16 0.928 -2.274 -2.676  -0.222
N3 -0.570 -1.156 2.098  -0.069
H25 -4.567 -3.682 -1.940  0.027
C17 -0.630 -3.926 -3.519  -0.063
H26 0.276 2.129 3.721  0.091
C18 0.993 2.630 1.763  -0.228
O2 0.620 -1.658 4.039  0.058
H27 -2.747 -0.363 -6.837  0.119
C19 -0.683 2.264 -2.905  -0.266
O3 -2.124 2.342 -2.846  -0.199
H28 -2.027 2.767 -6.302  0.063
H29 -0.663 1.350 2.468  0.050
C20 -2.763 -0.829 -2.459  -0.155
C21 -4.963 -2.142 -4.487  -0.188
H30 3.507 -2.060 1.888  0.131
C22 2.819 2.020 0.230  -0.214
H31 -0.613 4.153 -3.899  0.090
H32 -2.739 1.541 -0.999  0.096
H33 -6.016 -2.473 -4.456  0.041
H34 3.671 0.391 2.658  0.088
H35 -5.751 0.456 -1.646  0.032
C23 -0.119 2.271 2.705  -0.043
H36 0.938 4.707 2.323  0.113
C24 -3.542 1.471 -5.470  -0.267
H37 2.282 -1.251 -3.973  0.086
H38 -0.074 -0.411 -5.345  0.061
H39 -1.006 -4.502 -4.361  0.105
C25 -1.148 -4.130 -2.229  -0.044
C26 1.436 3.948 1.711  -0.056
C27 3.211 3.352 0.181  -0.062
H40 -4.435 0.910 -5.818  0.117
H41 -0.388 1.204 -2.996  0.108
Cr1 -0.195 -0.595 0.495  0.805
H42 -1.940 -4.858 -2.044  0.115
C28 2.805 -3.564 -0.228  0.003
C29 2.563 -1.731 1.467  0.056
H43 -2.822 1.689 -7.501  0.079
H44 0.896 3.234 -3.978  0.082
H45 4.491 0.675 0.220  0.091
H46 -5.340 0.965 -3.300  0.013
C30 1.702 1.644 1.015  -0.214
C31 2.517 4.323 0.901  -0.079
H47 1.721 -0.270 -2.610  0.081
H48 0.806 -2.825 -4.724  0.111
H49 2.155 -4.453 -0.194  0.099
H50 4.177 1.462 -1.328  0.085
H51 4.098 3.629 -0.406  0.114
H52 2.950 -1.537 -2.368  0.075
H53 3.133 0.133 -0.776  0.041
H54 -2.390 -1.415 -5.419  0.106
C32 2.115 -2.348 0.326  -0.295
C33 -0.196 3.142 -4.023  -0.057
H55 -0.839 3.100 2.756  0.083
C34 -0.641 -3.413 -1.155  -0.229
H56 -2.029 -4.262 0.237  0.089
H57 -0.361 -4.157 0.863  0.101

---

Record 4
The following is a DFT calculation (ωB97M-V/def2-TZVPD) of a structure of composition C34H57MgN3O2SSi in a non-equilibrium geometry.

The charge is 0. The spin multiplicity is 1. The LUMO energy comes out at 0.15 eV. The calculated total energy is -2532.29554 Eh. The energy above the lowest of the compared OMol25 structures with the same formula, charge and spin comes out at 0.3 kJ/mol. As for the frontier orbital gap: 6.8 eV. For the molar mass, the calculation gives 624.3 Da.

Each line ends with the Löwdin charge.
CARTESIAN COORDINATES (ANGSTROEM)
H1 5.588 -3.493 1.260  0.093
C1 -1.871 -2.611 -0.675  -0.185
C2 4.254 -2.517 2.640  -0.080
C3 0.402 3.206 -2.440  -0.059
C4 -2.705 -0.034 4.398  -0.022
C5 -2.483 2.558 2.511  -0.253
H2 -3.214 -0.924 4.779  0.079
H3 1.794 -0.389 -6.450  0.122
H4 -1.714 5.785 0.047  0.097
H5 -2.399 -0.083 -1.971  0.032
H6 -2.836 -3.257 -3.747  0.024
C6 -1.572 -1.844 3.157  -0.052
H7 5.037 -2.114 3.280  0.107
H8 3.023 0.379 -3.728  0.075
H9 -0.166 -4.736 2.418  0.056
H10 3.728 -4.475 -0.088  0.107
H11 -1.425 -4.315 -3.525  0.030
C7 3.061 0.127 -4.796  -0.075
H12 -2.169 0.443 5.232  0.098
H13 -0.445 5.054 1.036  0.088
C8 0.807 -2.424 -2.449  -0.167
O1 -0.362 2.671 -0.138  -0.262
O2 0.852 0.995 -5.188  -0.170
C9 -1.315 1.902 3.002  -0.255
H14 -0.178 0.644 -7.750  0.072
H15 1.361 3.779 -0.556  0.127
H16 -2.967 -2.491 -0.779  0.039
C10 -0.340 2.613 3.748  -0.208
C11 1.685 -0.161 -5.371  -0.274
C12 1.119 -4.312 0.335  -0.073
H17 -0.687 0.311 -2.185  0.011
C13 2.936 -2.243 2.986  -0.249
H18 -1.702 -0.079 -3.597  0.001
H19 0.163 -3.789 0.376  0.035
Mg1 -0.294 1.246 0.985  0.667
H20 -4.336 2.431 1.420  0.096
H21 1.484 2.056 -0.948  0.096
H22 3.461 -1.543 4.923  0.079
C14 -1.719 4.597 3.579  -0.078
H23 3.696 -0.756 -4.920  0.080
H24 1.278 -1.600 -3.015  0.012
H25 2.353 -0.466 4.045  0.038
N1 0.637 -2.076 2.283  0.129
H26 -3.003 1.580 0.614  0.080
H27 -3.760 0.860 2.038  0.081
C15 -0.561 3.957 4.020  -0.039
H28 -2.259 3.438 0.274  0.085
H29 -0.836 -0.210 -5.507  0.105
H30 -0.153 5.438 -0.697  0.076
H31 1.407 2.508 4.977  0.090
H32 1.009 -3.340 -3.010  0.037
H33 1.627 1.773 3.382  0.018
C16 -0.884 5.073 0.030  -0.052
Si1 -1.054 -2.152 -2.310  0.491
H34 -1.808 1.171 -7.293  0.079
C17 2.600 -1.515 4.246  -0.051
H35 1.229 -1.041 -4.879  0.093
H36 -3.460 0.666 4.014  0.066
H37 0.148 4.264 -2.585  0.082
C18 2.182 -3.556 1.062  -0.211
C19 4.550 -3.284 1.516  -0.101
H38 -0.446 2.313 -7.182  0.078
H39 1.379 -4.436 -0.724  0.066
H40 0.684 0.919 4.613  0.083
H41 -2.410 -2.432 3.526  0.082
C20 3.512 -3.820 0.755  -0.067
H42 -1.874 5.653 3.811  0.109
C21 1.882 -2.632 2.111  -0.221
C22 -3.440 1.817 1.607  -0.033
C23 -1.711 -0.460 3.334  -0.343
C24 -1.735 -3.272 -3.704  -0.193
H43 3.533 0.957 -5.338  0.078
C25 -0.488 -4.070 3.224  -0.013
H44 -0.466 2.595 -2.717  0.075
C26 0.836 2.937 -1.018  -0.166
C27 -1.402 3.721 -0.339  -0.193
C28 1.991 0.241 0.742  -0.920
H45 -1.701 3.654 -1.382  0.116
H46 1.745 -1.979 4.760  0.082
C29 -0.424 -2.610 2.825  -0.349
N2 0.968 -0.106 0.195  0.021
H47 0.148 -4.254 4.104  0.093
H48 -1.665 -3.658 -0.413  0.026
H49 -1.351 -2.976 -4.693  0.020
N3 -1.071 0.503 2.681  0.011
H50 -1.517 -1.948 0.135  0.019
H51 0.199 4.505 4.583  0.118
C30 -0.495 0.829 -5.625  -0.303
C31 0.902 1.914 4.203  -0.040
H52 -3.596 4.401 2.520  0.120
H53 1.294 -2.503 -1.506  -0.014
H54 0.986 -5.329 0.740  0.088
S1 3.243 0.909 1.504  0.654
H55 -1.522 -4.319 3.485  0.071
H56 -1.079 1.460 -4.952  0.099
C32 -2.683 3.893 2.854  -0.058
C33 -0.744 1.269 -7.054  -0.073
C34 -1.494 -0.336 -2.553  -0.170
H57 1.215 2.953 -3.124  0.089